{"formula": "C26H29CaCl4NO5S", "method": "ωB97M-V/def2-TZVPD", "gap_ev": 6.46, "homo_ev": -7.28, "relative_energy_kcal_mol": 42.57, "spin_multiplicity": 1, "species": ["Ca", "C", "C", "C", "C", "C", "C", "C", "C", "C", "C", "C", "C", "H", "H", "H", "H", "H", "H", "H", "H", "H", "H", "H", "H", "H", "H", "H", "H", "H", "H", "Cl", "C", "C", "C", "Cl", "C", "O", "C", "C", "O", "C", "H", "H", "H", "N", "C", "C", "C", "C", "C", "C", "S", "O", "O", "O", "H", "H", "H", "H", "H", "H", "Cl", "C", "Cl", "H", "H"], "xyz": [[-0.3065, 0.6706, 0.0769], [0.8223, 2.9737, 4.1034], [0.5211, 1.5901, 3.5949], [1.5588, 0.8162, 3.0659], [3.0002, 1.3429, 2.8756], [1.2821, -0.4771, 2.5799], [2.2926, -1.4191, 1.8321], [-0.0591, -0.9986, 2.6950], [-0.3251, -2.4447, 2.4048], [-1.1079, -0.1945, 3.2150], [-2.5565, -0.6941, 3.2741], [-0.7790, 1.1007, 3.7898], [-1.8061, 1.8294, 4.6846], [1.6146, 3.5516, 3.5643], [1.2795, 3.0135, 5.1077], [-0.1306, 3.5557, 4.1885], [3.6889, 0.5774, 3.2452], [3.2133, 2.1839, 3.5231], [3.2869, 1.6490, 1.8365], [2.4193, -2.3058, 2.4704], [3.2677, -0.9202, 1.7354], [1.8535, -1.6103, 0.8655], [-0.1476, -3.1548, 3.2692], [0.2968, -2.8448, 1.5866], [-1.3706, -2.5338, 2.0588], [-2.8146, -0.9660, 2.2057], [-3.1681, 0.1191, 3.5382], [-2.6285, -1.5173, 4.0082], [-1.5106, 2.8034, 5.0277], [-1.9640, 1.1583, 5.5698], [-2.7730, 1.9457, 4.1801], [-1.9265, -4.5172, -4.9965], [-1.5870, -3.7868, -3.5032], [-0.3593, -4.0785, -2.9960], [0.2193, -3.2412, -2.0782], [1.8544, -3.5807, -1.5801], [-0.4658, -2.0273, -1.6492], [0.1448, -1.1854, -0.9350], [-1.8335, -1.8286, -2.0254], [-2.5018, -0.6175, -1.6542], [-2.2424, 0.3752, -0.8676], [-2.4117, -2.6992, -2.9627], [0.3104, -4.8384, -3.4420], [-3.3578, -0.4893, -2.2929], [-3.4048, -2.5220, -3.2646], [1.2719, 2.0425, -1.5766], [1.2714, 1.1233, -2.7173], [0.0192, 1.0366, -3.4191], [-0.1771, 0.0286, -4.3029], [0.9408, -0.7469, -4.5955], [2.1627, -0.6809, -3.9992], [2.2921, 0.2389, -2.9719], [0.8819, -2.0260, -5.9026], [1.7923, -1.8874, -7.0738], [-0.5623, -1.8781, -6.1761], [1.3516, -3.2265, -5.2224], [2.2398, 2.2091, -1.2238], [0.7926, 2.9325, -1.6751], [-0.7674, 1.7825, -3.1266], [-1.1339, -0.3982, -4.6977], [2.9763, -1.2648, -4.4227], [3.2237, 0.4222, -2.4569], [-0.6034, 3.9164, 0.2805], [-1.6649, 5.3402, 0.8571], [-1.9034, 6.5729, -0.3878], [-1.1796, 5.7664, 1.8009], [-2.6122, 4.9336, 1.0840]], "forces_ev_per_angstrom": [[0.822, -0.132, 0.090], [0.309, 1.468, 0.496], [0.059, 0.623, 0.945], [0.731, -0.593, -1.822], [-0.279, -0.087, 0.300], [-0.857, -0.750, -0.399], [-0.222, 1.695, 1.878], [0.509, 0.926, 0.565], [-0.362, -0.984, -0.647], [0.710, 1.021, 0.837], [1.791, -0.772, -1.335], [-0.283, -1.072, -0.870], [-0.101, -1.541, -0.339], [-1.059, -0.530, -0.276], [-0.435, -0.517, 0.008], [1.244, -0.176, -0.374], [-0.004, -0.007, -0.420], [-0.164, 0.299, 0.019], [-0.415, -0.461, 0.773], [0.003, 0.012, -0.634], [-0.372, -0.301, -0.141], [0.213, -0.561, -0.370], [-0.314, 1.055, -0.653], [-0.267, 0.281, 0.285], [0.459, -0.360, 0.326], [-0.103, -0.259, 1.392], [-0.962, 0.690, 0.470], [-0.336, 0.217, -0.649], [0.210, 0.113, 0.187], [-0.015, 0.718, -0.623], [0.183, -0.031, 0.150], [-0.934, -0.591, -0.452], [-3.375, 2.996, 0.460], [2.568, 0.108, 0.549], [-0.776, 0.901, 0.308], [-0.430, 0.404, 0.123], [0.822, -1.953, -0.062], [0.577, 1.161, 1.335], [0.999, 0.527, 0.807], [0.273, 0.771, -0.040], [-0.202, -2.171, -1.122], [2.784, -2.674, -1.036], [-0.855, 0.368, 0.231], [-0.998, 0.246, 0.007], [-0.940, 0.023, -0.762], [1.308, -0.659, 0.974], [-2.254, 0.530, -0.318], [0.391, 1.546, 2.057], [-0.456, -1.573, -0.525], [0.817, -1.417, -1.906], [0.119, 0.880, 0.178], [0.690, 1.131, 0.366], [-0.237, -0.662, -1.806], [-1.483, 1.561, 1.568], [0.913, -0.803, -0.375], [-0.838, -0.287, 1.076], [-1.105, -0.031, -0.525], [0.273, -0.150, -0.666], [0.566, -0.882, -0.348], [0.878, 1.211, -0.003], [-0.086, -0.048, 0.475], [0.277, -0.339, 0.184], [-0.596, 1.036, 0.393], [1.588, 0.530, 0.710], [0.365, -0.495, 0.447], [-0.503, -0.600, -1.654], [-0.830, -0.582, 0.182]], "lowdin_charge": [1.383, -0.062, -0.218, -0.187, -0.036, -0.183, -0.018, -0.239, -0.042, -0.187, -0.029, -0.158, -0.031, 0.085, 0.099, 0.067, 0.082, 0.057, 0.098, 0.098, 0.071, 0.035, 0.121, 0.072, 0.077, 0.102, 0.033, 0.107, 0.048, 0.114, 0.075, 0.748, -0.660, -0.168, -0.550, 0.709, -0.386, -0.254, -0.160, -0.150, -0.242, 0.003, 0.122, 0.123, 0.098, -0.023, -0.316, -0.052, -0.059, -0.251, -0.058, -0.046, 0.469, -0.364, -0.413, -0.373, 0.105, 0.023, 0.124, 0.132, 0.131, 0.110, 0.484, -0.912, 0.549, 0.068, 0.002]}

=====

{"formula": "C59H46N3O7P2V", "method": "ωB97M-V/def2-TZVPD", "gap_ev": [6.91, 6.96], "homo_ev": [-13.31, -13.64], "charge": 2, "spin_multiplicity": 3, "species": ["V", "O", "C", "O", "C", "C", "C", "C", "C", "C", "N", "C", "C", "C", "C", "C", "C", "N", "H", "H", "H", "H", "H", "H", "H", "H", "H", "H", "C", "C", "C", "C", "C", "C", "C", "C", "P", "C", "C", "C", "C", "C", "C", "C", "C", "C", "C", "C", "C", "C", "O", "C", "C", "C", "C", "C", "C", "P", "C", "C", "C", "C", "C", "C", "C", "C", "C", "C", "C", "C", "H", "H", "H", "H", "H", "H", "H", "H", "H", "H", "H", "H", "H", "H", "H", "H", "H", "H", "H", "H", "H", "H", "H", "H", "H", "H", "H", "H", "H", "H", "H", "H", "O", "C", "O", "C", "C", "C", "C", "C", "C", "N", "O", "O", "H", "H", "H", "H"], "xyz": [[0.7330, 0.0077, -0.0388], [-4.0133, 0.6758, 6.5203], [-2.7393, 1.0504, 6.4678], [-2.2358, 1.6532, 7.3730], [-1.9283, 0.7336, 5.2361], [-2.2330, -0.1684, 4.1863], [-1.3647, -0.4487, 3.1542], [-0.1186, 0.2338, 3.1298], [0.1512, 1.2027, 4.0792], [-0.7134, 1.3963, 5.1289], [0.9326, -0.0405, 2.1153], [2.1254, -0.2111, 2.5703], [3.2214, -0.2702, 1.5620], [4.6065, -0.3585, 1.8415], [5.5368, -0.3055, 0.8330], [5.0582, -0.1755, -0.4710], [3.6828, -0.0876, -0.6539], [2.7838, -0.1320, 0.3236], [-4.3317, 0.2253, 5.7223], [-3.1383, -0.7861, 4.2055], [-1.5709, -1.2281, 2.4387], [1.0051, 1.8291, 4.0161], [-0.4456, 2.1207, 5.9096], [2.3538, -0.2123, 3.6322], [4.8636, -0.4398, 2.8921], [6.5912, -0.3631, 1.0220], [5.7102, -0.1227, -1.3396], [3.3220, 0.1703, -1.6369], [-5.2514, -0.0625, -1.5691], [-4.5539, -0.0727, -0.1867], [-5.6766, -0.0811, 0.8448], [-3.6676, -1.2627, -0.0130], [-4.2332, -2.5498, -0.0465], [-3.4977, -3.6892, 0.1633], [-2.1548, -3.5871, 0.3876], [-1.5003, -2.3669, 0.2791], [0.3186, -2.3293, 0.3193], [0.8158, -3.0645, -1.2382], [-0.0417, -3.5442, -2.2184], [0.4742, -4.2067, -3.3268], [1.8431, -4.3262, -3.4975], [2.7088, -3.7591, -2.5739], [2.1969, -3.1498, -1.4592], [0.8319, -3.5280, 1.5682], [0.8871, -3.1706, 2.9205], [1.1993, -4.1293, 3.8744], [1.4502, -5.4193, 3.5166], [1.4430, -5.7679, 2.1633], [1.1268, -4.8329, 1.1957], [-2.2824, -1.2236, 0.1033], [-1.5992, -0.0148, 0.1262], [-2.3320, 1.1951, 0.0854], [-1.5779, 2.3532, 0.1203], [-2.2315, 3.5802, 0.0458], [-3.6156, 3.6230, -0.0353], [-4.3223, 2.4317, -0.0762], [-3.6960, 1.1798, -0.0390], [0.2170, 2.3975, 0.2646], [0.7665, 3.4055, -1.1429], [1.7684, 4.3910, -1.1030], [2.0712, 5.0804, -2.2684], [1.4253, 4.8098, -3.4516], [0.5027, 3.7903, -3.5052], [0.1300, 3.1334, -2.3665], [0.7604, 3.3307, 1.7255], [2.1016, 3.2269, 2.0444], [2.6211, 3.8358, 3.1736], [1.8109, 4.6432, 3.9597], [0.4581, 4.7169, 3.6766], [-0.0659, 4.0550, 2.5668], [-5.8809, -0.9361, -1.6403], [-4.5037, -0.1158, -2.3795], [-5.8595, 0.8483, -1.6784], [-6.3087, -0.9780, 0.7489], [-6.3393, 0.7686, 0.6899], [-5.3334, -0.0547, 1.8700], [-5.2948, -2.6744, -0.1937], [-4.0395, -4.6387, 0.2388], [-1.5825, -4.4941, 0.5764], [-1.1085, -3.4255, -2.0904], [-0.1716, -4.5454, -4.0930], [2.1951, -4.8773, -4.3657], [3.7558, -3.8419, -2.7541], [2.8420, -2.7076, -0.7055], [0.6396, -2.1821, 3.3216], [1.2043, -3.8702, 4.9376], [1.7150, -6.1558, 4.2659], [1.7234, -6.7510, 1.8698], [1.0952, -5.1366, 0.1725], [-1.7366, 4.5260, 0.0423], [-4.1346, 4.5585, -0.0634], [-5.3786, 2.5554, -0.1607], [2.2065, 4.6431, -0.1750], [2.8185, 5.8633, -2.2569], [1.6758, 5.3696, -4.3464], [-0.0469, 3.5645, -4.4274], [-0.6024, 2.3399, -2.4380], [2.7571, 2.6088, 1.4477], [3.6649, 3.7353, 3.4420], [2.1926, 5.2124, 4.7816], [-0.1874, 5.3290, 4.2612], [-1.1347, 4.1750, 2.3696], [-0.7930, -0.6753, -2.5644], [0.2973, -0.2402, -2.7756], [1.0243, 0.2948, -1.8030], [0.9517, -0.2244, -4.1273], [0.4586, -1.1125, -5.1107], [1.0420, -1.1804, -6.3642], [2.0152, -0.2622, -6.6856], [2.5395, 0.6044, -5.7313], [1.9534, 0.6801, -4.5024], [2.5704, -0.2005, -8.0448], [2.0667, -0.9505, -8.8536], [3.4604, 0.5878, -8.2173], [-0.3508, -1.7565, -4.8130], [0.7215, -1.8905, -7.1283], [3.3626, 1.2694, -6.0205], [2.3646, 1.3544, -3.7529]], "forces_ev_per_angstrom": [[-1.036, 0.568, 2.133], [-0.573, -0.335, -0.196], [0.431, 0.241, 0.028], [-0.194, -0.163, -0.124], [0.509, -0.487, -1.192], [-0.844, -0.294, 0.908], [1.684, 0.708, 0.031], [-0.001, -0.441, -0.796], [-0.313, -0.597, -0.094], [-0.349, 0.806, 0.985], [-0.422, 0.242, 1.379], [0.144, 0.439, -0.761], [0.786, -0.180, 1.264], [-1.681, 0.038, 1.139], [-0.280, -0.108, -0.854], [-0.315, -0.090, 0.427], [0.844, 0.637, -1.057], [-0.151, 0.098, -0.862], [0.253, 0.164, 0.193], [0.150, 0.367, 0.112], [-0.153, -0.018, 0.061], [0.811, 0.240, -0.082], [-0.206, -0.349, -0.357], [-0.041, -0.102, 0.030], [0.276, -0.040, -0.137], [0.279, -0.009, 0.194], [-0.106, 0.035, 0.251], [-0.304, -0.378, -0.130], [0.911, 0.219, -0.210], [0.101, 0.739, -0.115], [-0.642, -0.272, 0.225], [0.175, -1.365, -0.481], [-0.062, 0.605, 0.125], [-1.071, -0.553, 0.373], [1.023, -0.623, -0.242], [-0.217, -0.171, 0.233], [-0.715, -0.717, -0.675], [0.433, -0.383, -0.645], [-0.192, -0.277, 0.262], [0.469, 0.739, 0.475], [-0.367, -0.233, -0.237], [-0.212, -0.434, -0.470], [-0.233, 0.559, 0.741], [-0.021, 0.722, 0.448], [-0.189, 0.153, 0.423], [-0.365, 0.806, 0.863], [0.546, -0.978, -0.750], [0.032, 0.435, 0.534], [0.025, -0.185, 0.478], [-0.239, 0.099, 0.047], [1.019, 0.577, 0.011], [0.633, -1.011, -0.121], [0.227, 1.247, 0.354], [-1.027, -0.207, -0.024], [0.408, -0.797, 0.092], [0.638, 0.531, 0.022], [-1.226, 0.508, -0.103], [0.660, 0.390, -0.434], [-0.184, 0.266, -0.530], [-1.270, -0.764, -0.561], [0.473, 0.413, 0.334], [0.451, 0.051, -0.535], [-1.122, 0.160, -0.988], [0.459, -0.618, 0.795], [-0.593, -0.352, -0.061], [0.637, -0.443, 0.340], [0.241, 0.444, 0.092], [-0.470, -0.300, -0.174], [0.204, -0.226, -0.818], [-0.663, 0.549, 0.188], [-0.333, -0.190, -0.122], [-0.333, 0.137, 0.246], [0.195, -0.393, -0.024], [0.278, 0.272, -0.088], [0.006, 0.041, 0.026], [0.294, 0.071, 0.278], [-0.139, 0.208, -0.028], [0.479, 0.281, -0.158], [0.002, 0.201, 0.010], [-0.056, -0.058, -0.122], [-0.652, -0.480, -0.514], [0.194, 0.226, 0.151], [0.651, 0.069, 0.117], [0.242, -0.196, -0.091], [0.041, -0.425, -0.555], [0.022, 0.075, -0.415], [-0.094, 0.001, -0.061], [0.005, -0.680, -0.189], [0.052, -0.067, -0.521], [0.730, 0.273, 0.009], [-0.168, 0.346, -0.065], [-0.625, -0.455, -0.049], [0.601, 0.280, 0.721], [-0.002, 0.012, 0.143], [-0.036, -0.035, 0.100], [0.430, 0.109, 0.270], [-0.199, 0.081, 0.080], [0.115, -0.041, -0.223], [0.051, -0.048, -0.195], [0.325, 0.043, 0.370], [-0.373, 0.307, 0.442], [0.354, -0.237, -0.011], [-1.514, -0.667, 0.207], [1.576, 0.580, -1.053], [0.315, 0.174, -0.905], [-0.610, -0.110, -1.219], [0.502, 0.316, 1.120], [-0.566, -0.095, -0.580], [0.453, 0.152, 0.988], [0.296, 0.715, -1.327], [0.229, -0.612, 1.797], [-0.612, -0.711, 0.434], [0.315, 0.206, -0.290], [0.493, 0.282, -0.627], [-0.115, -0.240, -0.151], [-0.047, 0.260, 0.299], [-0.474, -0.304, 0.167], [-0.184, 0.035, -0.165]], "lowdin_charge": [0.755, 0.155, -0.482, 0.145, -0.085, 0.008, -0.008, -0.206, -0.023, 0.017, -0.022, -0.045, -0.221, 0.034, -0.003, 0.016, -0.086, 0.001, 0.113, 0.125, 0.093, 0.091, 0.143, 0.156, 0.131, 0.127, 0.132, 0.115, 0.008, -0.434, -0.016, -0.071, 0.016, -0.043, -0.066, -0.273, 1.098, -0.374, -0.066, -0.053, -0.048, -0.055, -0.105, -0.324, -0.080, -0.071, -0.051, -0.034, -0.075, -0.197, -0.087, -0.149, -0.262, -0.065, -0.020, 0.019, -0.066, 1.118, -0.317, -0.051, -0.062, -0.062, -0.077, -0.106, -0.360, -0.139, -0.061, -0.046, -0.048, -0.066, 0.084, 0.109, 0.098, 0.098, 0.090, 0.090, 0.124, 0.132, 0.123, 0.112, 0.107, 0.122, 0.108, 0.098, 0.082, 0.123, 0.122, 0.110, 0.107, 0.119, 0.118, 0.118, 0.086, 0.116, 0.121, 0.129, 0.108, 0.101, 0.116, 0.115, 0.112, 0.113, 0.118, -0.545, -0.216, -0.093, 0.018, 0.027, -0.126, 0.014, -0.019, -0.354, 0.105, 0.107, 0.114, 0.134, 0.135, 0.115]}